Entry 1:
DFT (the ωB97M-V functional and the def2-TZVPD basis) results for a cluster of 3 separate species, C12H21N3 in total in a non-equilibrium geometry.

The geometry in XYZ format:
```
36
Properties=species:S:1:pos:R:3:forces:R:3
N 4.56389 3.46928 5.41308 -3.5 -1.5 -3.0
N -2.26899 -5.39728 -2.04107 1.0 1.4 -1.9
N -1.08868 2.67601 -1.83212 -2.6 -1.3 2.7
C -0.28680 -1.95623 -2.46436 -0.5 0.2 -0.1
C -1.07210 -3.96655 -3.90241 -0.1 0.5 0.0
C 3.70232 3.14694 4.65173 2.8 1.6 1.9
C -1.85251 2.26277 -1.02564 1.6 0.5 -1.6
C 2.59155 2.88303 3.67494 -0.1 0.1 1.2
C -2.84209 1.74296 -0.00648 0.1 0.3 -0.2
C -2.56013 0.37662 0.63087 0.6 -0.9 -0.4
C -1.75349 -4.75817 -2.87426 -0.8 -1.3 1.9
C 2.98531 0.88596 2.07371 0.5 1.2 1.0
C 2.96119 2.41576 2.28491 0.4 -0.7 -1.6
C -1.12656 -2.43428 -3.63513 -0.3 -0.9 -0.3
C -1.09365 0.02027 0.79475 0.5 -0.9 -0.2
H 2.23557 2.77600 1.55567 -0.1 0.5 0.2
H -0.46853 0.63264 1.44462 -0.1 0.4 -0.4
H 3.33483 0.57911 1.08792 -0.4 0.2 -0.1
H -0.91789 -0.99836 1.14060 -0.6 -0.3 0.7
H -0.88839 -1.91076 -4.56104 0.3 -0.1 0.0
H -1.56754 -4.18701 -4.84794 0.0 0.0 -0.1
H -2.98752 2.49625 0.76779 0.4 0.3 0.1
H 0.68952 -2.42852 -2.35552 0.0 -0.1 -0.2
H -0.86298 -2.12704 -1.55500 0.3 0.1 0.2
H 3.93440 2.77929 1.95504 0.0 0.4 0.2
H -2.90892 -0.39479 -0.05570 -0.3 0.0 -0.3
H -0.14658 -0.88400 -2.60135 0.1 0.1 0.4
H -3.82189 1.67288 -0.47889 -0.1 0.1 -0.4
H 1.93164 3.74773 3.60470 0.4 0.6 0.1
H 1.96245 0.58899 2.30539 0.3 -0.9 0.0
H -2.17712 -2.20857 -3.45216 0.0 0.2 0.1
H -0.70791 -0.14029 -0.21199 0.6 1.0 -0.1
H -3.13920 0.16141 1.52890 -0.1 0.7 0.2
H -0.04050 -4.30887 -3.98423 0.0 -0.1 0.0
H 1.91782 2.21067 4.20608 0.1 -0.6 -0.2
H 3.76942 0.57626 2.76462 -0.4 -0.9 0.3
```
Positions in Å, forces in eV/Å.

Output
HOMO-LUMO gap (alpha / beta)	1.96 / 11.08	eV
spin multiplicity	2
HOMO (alpha / beta)	0.8 / -8.4	eV
charge	-1
LUMO level (alpha / beta)	2.74 / 2.67	eV
expectation value of S²	0.750
strongest force on any atom	4.87	eV/A
ΔE to the lowest compared entry with this formula, charge and spin	15.22	kJ/mol


Entry 2:
DFT (the ωB97M-V functional and the def2-TZVPD basis) results for a cluster of 3 separate species, C4H15NO3 in total in a non-equilibrium geometry.

The geometry in XYZ format:
```
23
Properties=species:S:1:pos:R:3:forces:R:3
O -0.23989 -2.68995 1.36164 -0.8 0.9 -0.9
O 1.58753 1.57111 2.06626 3.1 -0.7 -0.9
O 1.90578 -2.63799 -2.84308 1.0 0.6 -0.3
N -1.57236 0.52246 0.49239 3.9 -1.1 -1.1
C -0.27406 1.37497 0.60853 -1.5 -1.6 0.8
C 0.38836 0.85688 1.91977 0.4 -0.6 -1.2
C -1.92214 0.16678 -0.84547 -1.1 2.2 -2.5
C 0.66316 1.15134 -0.58776 0.3 -0.8 0.6
H -0.67482 -1.75137 1.43266 0.7 -2.8 -1.1
H -1.93822 -0.85069 -1.07119 0.7 -2.1 0.0
H -2.25037 1.04409 0.87585 -3.0 2.1 1.8
H -1.19297 0.67234 -1.54132 -1.7 -0.8 0.3
H 0.52027 -0.29211 1.85441 0.0 1.8 0.0
H -0.13192 1.08684 2.84715 -0.6 -0.1 -0.3
H 1.39200 -2.13573 -2.20027 0.2 0.1 -0.1
H 1.60277 0.61699 -0.33719 0.0 1.2 0.3
H -2.96706 0.41528 -1.23787 1.1 0.5 1.1
H 0.31884 0.39910 -1.28792 -0.3 0.3 -0.1
H -0.42739 -3.22029 0.51377 0.0 2.0 1.9
H 0.73071 2.09937 -1.09682 0.9 0.0 -0.4
H 2.33947 1.22465 1.44997 -2.3 0.8 1.7
H 2.70043 -2.08966 -3.06713 -1.2 -0.7 0.4
H -0.55810 2.46560 0.69361 0.4 -1.1 0.0
```
Positions in Å, forces in eV/Å.

Output
HOMO-LUMO gap	9.69	eV
HOMO	-9.3	eV
LUMO level	0.40	eV
strongest force on any atom	4.19	eV/A
ΔE to the lowest compared entry with this formula, charge and spin	264.22	kJ/mol


Entry 3:
DFT (the ωB97M-V functional and the def2-TZVPD basis) results for a structure of composition C25H29Cl2FeOPS3 in a non-equilibrium geometry.

The geometry in XYZ format:
```
62
Properties=species:S:1:pos:R:3:forces:R:3
Fe -8.79643 16.27747 5.60451 1.3 -0.2 -0.7
Cl -7.62028 18.10326 7.21838 -0.6 0.8 -0.6
Cl -8.97078 18.89146 4.72354 0.2 0.2 0.6
S -9.80444 15.33787 7.80643 0.0 0.5 -0.4
S -8.66777 13.82771 5.05097 0.1 -0.4 0.4
S -11.10595 16.11336 4.71578 0.1 -0.3 0.3
P -5.67856 16.31632 3.61186 -0.1 -0.4 0.2
O -6.97453 16.11367 4.41792 -0.5 0.6 0.3
C -7.15517 15.40687 1.50341 -0.1 -0.7 -0.6
C -8.79914 12.99591 6.65998 0.4 0.0 0.1
C -4.40162 20.04475 4.39574 -0.3 0.2 0.0
C -4.31323 15.47410 4.42961 -0.2 1.0 -0.7
C -5.18137 18.01082 3.39684 -0.2 -0.4 0.4
C -2.25828 13.97830 5.57490 -0.4 0.2 0.0
C -4.73222 18.70556 4.52059 0.1 0.4 -0.6
C -1.98883 15.15159 4.88047 0.3 0.2 -1.0
C -9.85274 13.53307 7.61935 0.4 0.3 0.2
C -5.27010 18.62353 2.16305 0.0 0.1 -0.4
C -12.09562 15.49576 6.12624 -0.7 -0.1 -0.1
C -8.28114 19.54101 6.25533 0.6 -0.7 -0.2
C -3.58799 13.59930 5.73357 -0.1 -0.5 0.3
C -10.24520 13.41890 4.29242 -0.5 -0.2 -0.7
C -11.53713 15.80221 7.52125 0.1 0.6 -0.1
C -6.21088 14.33139 -0.47227 -0.1 -0.3 0.4
C -10.93508 14.64051 3.64532 -0.8 -0.2 0.1
C -7.31072 14.78027 0.26555 -0.7 0.1 -0.4
C -4.75527 15.23530 1.23714 -0.2 0.0 -0.5
C -4.57297 20.71139 3.17244 0.2 -0.2 0.5
C -4.95022 19.96629 2.05955 -0.1 1.1 -0.4
C -4.93358 14.56730 0.02709 0.6 0.2 0.2
C -5.87350 15.60902 1.96938 0.2 0.2 0.9
C -4.60079 14.32883 5.13292 -0.3 -0.5 0.4
C -3.00340 15.91812 4.27994 0.5 -0.7 1.0
H -3.83333 12.71521 6.32560 0.1 0.2 -0.3
H -12.28326 14.42024 6.00544 0.2 0.3 -0.1
H -8.32223 14.66859 -0.15065 0.5 -0.2 0.2
H -10.85538 13.26168 7.31943 -0.2 -0.2 0.0
H -1.46732 13.35739 5.99390 -0.1 0.3 -0.1
H -9.98370 12.66467 3.53021 -0.4 0.4 0.1
H -2.75996 16.84758 3.78417 0.0 -0.1 -0.2
H -8.92936 11.92443 6.50316 -0.1 0.0 -0.1
H -10.91421 12.90558 4.99865 0.3 0.3 -0.1
H -9.67380 13.18625 8.63841 -0.1 -0.4 -0.2
H -5.64565 14.03388 5.19776 0.2 -0.2 0.2
H -12.12094 15.33752 8.32675 -0.1 0.1 -0.4
H -13.07007 15.99518 5.96679 0.4 -0.3 0.5
H -11.96179 14.39791 3.26645 0.9 0.0 0.4
H -7.42638 20.17811 5.98694 -0.4 -0.3 0.3
H -5.57090 18.06291 1.27803 0.0 0.2 0.2
H -4.04758 20.57993 5.26170 0.1 0.2 0.1
H -7.78696 13.09849 7.06114 -0.1 0.1 0.1
H -4.03045 14.25416 -0.49397 -0.4 -0.1 -0.1
H -3.76421 15.49654 1.59268 0.0 -0.3 0.0
H -0.95992 15.43427 4.67339 -0.1 0.1 0.3
H -5.03260 20.48789 1.10223 0.0 -0.3 0.2
H -9.06713 20.02193 6.83841 0.3 -0.1 -0.1
H -7.99754 15.64800 2.14631 0.0 0.1 -0.3
H -11.52664 16.89278 7.69495 -0.1 -0.4 0.0
H -10.39417 15.05537 2.79730 0.2 -0.2 -0.1
H -6.34151 13.72122 -1.37559 0.0 0.6 0.3
H -4.61543 18.17619 5.44498 0.1 -0.1 0.5
H -4.40022 21.79969 3.12547 0.0 -0.8 -0.2
```
Positions in Å, forces in eV/Å.

Output
HOMO-LUMO gap (alpha / beta)	8.93 / 7.73	eV
spin multiplicity	5
HOMO (alpha / beta)	-14.1 / -14.1	eV
charge	+2
LUMO level (alpha / beta)	-5.18 / -6.39	eV
expectation value of S²	6.012
strongest force on any atom	1.52	eV/A


Entry 4:
DFT (the ωB97M-V functional and the def2-TZVPD basis) results for a cluster of 4 separate species, C25H55N5O6 in total.

The geometry in XYZ format:
```
91
Properties=species:S:1:pos:R:3:forces:R:3
O -4.38337 3.38090 4.79996 0.0 0.1 0.0
O -1.97229 6.97450 3.12700 0.0 0.0 0.1
O 2.65744 -0.92458 -2.37746 0.0 0.0 0.1
O -3.24202 -6.57284 0.16304 0.0 0.1 0.0
O -0.14976 -4.29864 -2.37574 0.0 0.0 0.1
O -0.59828 1.06598 -4.89659 0.0 0.0 0.0
N 3.86018 -2.22348 2.90149 0.1 -0.2 0.2
N -1.51951 4.64663 4.90974 -0.1 0.1 -0.1
N -3.22600 -4.37653 -1.81588 0.1 -0.1 0.0
N 2.17966 -0.31760 -5.23475 -0.1 0.0 0.1
N 0.94046 1.35231 3.62417 -0.1 0.0 0.0
C 3.67260 -0.59501 -3.31861 0.0 0.1 0.0
C -4.66226 4.50514 3.99132 -0.1 0.0 0.0
C -3.68685 -5.73411 -2.06099 0.1 0.0 0.0
C 4.01392 1.34608 2.06657 0.0 0.2 -0.1
C -2.49656 -3.76721 -2.91941 -0.1 0.1 0.0
C 6.24657 0.05102 1.84374 -0.1 0.0 0.0
C -1.17864 -4.40416 -3.34413 0.0 0.0 -0.1
C 1.66310 1.13906 2.75897 0.1 0.0 -0.1
C -3.34329 -5.77127 1.32153 0.0 -0.1 0.0
C -2.12339 7.94158 4.14376 0.0 0.0 0.0
C 1.45994 0.55642 -6.15210 0.0 -0.1 -0.1
C 2.51103 -0.65773 1.31300 -0.3 -0.1 0.0
C -0.12506 -5.31635 -1.39121 0.1 0.0 0.0
C 2.18649 -2.26035 -2.44996 0.0 0.1 0.0
C -4.26023 -6.34909 -0.80372 -0.1 -0.1 0.0
C -0.41646 0.71216 -3.54064 -0.1 0.0 0.0
C -3.15749 2.72323 4.53122 0.0 -0.1 0.0
C 5.14752 0.86557 1.13982 0.2 0.0 0.0
C 2.60913 0.83975 1.67506 0.1 0.0 0.0
C 3.26561 -1.53125 2.21042 -0.1 0.2 -0.3
C 0.53418 1.60724 -5.55089 0.0 0.1 -0.1
C -0.76564 6.22450 3.19775 0.1 0.0 -0.1
C 3.14020 0.35178 -4.37238 -0.1 0.0 0.0
C -1.96008 3.30387 5.27177 0.1 0.0 0.1
C -1.03734 4.77802 3.54452 0.0 0.0 0.1
H -2.98797 2.67659 3.44825 0.0 0.1 0.0
H 1.50973 -0.81595 -4.66356 0.0 0.0 0.0
H -3.00156 8.53537 3.89567 0.0 0.0 0.0
H 3.95972 2.43614 2.03007 0.0 0.0 0.1
H -0.82088 -3.85946 -4.22244 0.0 0.0 0.0
H 0.85678 -0.07721 -6.80666 0.0 0.0 0.0
H -1.25433 8.60557 4.19460 0.0 0.0 0.0
H 1.06691 2.28934 -4.87644 0.0 -0.1 0.0
H 3.97453 0.70708 -4.98551 0.0 0.0 0.0
H -2.28945 -2.72947 -2.64508 0.0 0.0 0.0
H -0.71570 -5.05351 -0.50915 0.0 0.0 0.0
H -2.60428 -6.13737 2.03192 0.0 0.0 0.0
H 1.53297 -2.42478 -1.59655 0.0 0.0 0.0
H -3.28748 1.69464 4.87658 0.0 0.0 0.0
H 4.48304 -0.10190 -2.77419 0.0 0.0 0.0
H 7.06935 0.69364 2.15841 0.0 0.0 0.1
H -2.89056 -6.40088 -2.42154 0.0 0.0 0.0
H 1.46546 -0.96651 1.38159 0.0 0.0 -0.1
H -1.30070 -5.45097 -3.64669 0.0 0.0 0.1
H -5.04711 -5.71148 -0.38957 0.0 0.0 0.0
H -0.10679 4.21030 3.44713 0.0 0.0 0.0
H 6.65060 -0.71198 1.17777 0.1 0.1 0.0
H -1.38022 0.81849 -3.04249 0.0 0.0 0.0
H 2.82146 -0.83095 0.28113 0.1 0.0 0.1
H -4.24528 4.39087 2.98617 0.0 0.0 0.0
H 0.14398 2.21205 -6.37311 0.0 0.0 0.0
H 4.74469 0.28237 0.30767 -0.1 0.0 0.0
H -0.08616 -0.32461 -3.42083 0.0 0.0 0.0
H 2.27899 1.40060 0.79665 -0.1 -0.1 0.0
H 3.01294 -2.97650 -2.40763 0.0 0.0 0.0
H 5.85706 -0.46395 2.72156 0.0 0.0 0.0
H -2.27948 5.29857 5.05790 0.0 0.0 0.0
H -0.08290 6.67018 3.92793 0.0 0.0 0.0
H 4.07393 -1.50103 -3.78210 0.0 0.0 0.0
H -3.15636 -3.73639 -3.79299 0.0 0.0 0.0
H -3.14066 -4.71409 1.11594 0.0 0.0 0.0
H -1.11467 2.62147 5.14156 0.0 0.0 0.0
H -2.64312 -4.37083 -0.98846 0.0 0.0 0.0
H -0.48999 -6.26754 -1.78760 0.0 0.0 0.0
H 0.30769 1.36887 -3.04848 0.0 0.0 0.0
H -4.27900 5.43420 4.42429 0.0 0.0 0.0
H -4.33573 -5.85127 1.77581 0.0 0.0 0.0
H 2.72010 1.22349 -3.84956 0.0 0.0 0.0
H 4.21776 1.08786 3.10776 0.0 -0.1 -0.1
H -2.27203 7.48895 5.13039 0.0 0.0 0.0
H -0.29059 6.26997 2.21340 0.0 0.0 0.0
H -5.74604 4.59238 3.91203 0.0 0.0 0.0
H -4.70122 -7.31788 -1.05357 0.0 0.0 0.0
H -1.74219 4.38395 2.79779 0.0 0.0 0.0
H 0.91118 -5.44371 -1.07689 0.0 0.0 0.0
H 5.61405 1.74159 0.68532 -0.1 0.0 -0.1
H 2.19153 1.06442 -6.78946 0.0 0.0 0.0
H -2.20253 3.31286 6.33736 0.0 0.0 0.0
H -4.46695 -5.70892 -2.82828 0.0 0.0 0.0
H 1.60685 -2.44718 -3.35732 0.0 0.0 0.0
```
Positions in Å, forces in eV/Å.

Output
HOMO-LUMO gap	8.64	eV
HOMO	-8.4	eV
LUMO level	0.26	eV
strongest force on any atom	0.35	eV/A


Entry 5:
DFT (the ωB97M-V functional and the def2-TZVPD basis) results for the molecule C20H23NO4.

The geometry in XYZ format:
```
48
Properties=species:S:1:pos:R:3:forces:R:3
O -1.71568 1.98491 -4.18841 -0.2 -0.2 0.1
O 2.17366 -2.69489 -0.07384 0.0 0.1 0.0
O -2.62102 0.45871 -2.78408 -0.1 -0.2 0.3
O 3.04381 -0.62560 -0.23292 -0.2 0.3 -0.1
N -6.41783 1.33771 -3.89634 -0.5 -0.2 0.2
C 3.23386 -1.16457 2.72156 0.3 0.3 0.1
C 2.21267 -1.24881 5.06115 0.1 0.3 0.2
C 2.07545 -1.53443 -0.39200 -0.1 -0.3 0.0
C -6.62678 2.17985 -4.89478 0.0 0.2 -0.2
C 4.30845 -0.52868 1.84223 -0.4 -0.3 -0.4
C -0.20864 -1.80188 -1.29736 0.2 0.1 0.1
C -1.42702 0.04082 -2.22273 0.5 -0.2 0.1
C 4.24986 -1.04135 0.40490 0.6 -0.2 0.4
C -5.60532 2.83146 -5.57363 0.1 -0.1 0.1
C 3.31360 -0.66756 4.16364 -0.2 -0.3 -0.1
C -0.37305 0.89956 -1.93765 -0.3 0.2 -0.1
C 0.86257 -0.95341 -1.02316 -0.2 0.1 -0.1
C -4.07145 1.69089 -4.13838 -0.3 0.1 -0.1
C -2.67292 1.42232 -3.72288 0.3 0.4 -0.4
C 1.00196 -0.33170 5.24588 0.0 -0.2 -0.1
C 0.76877 0.39737 -1.34212 0.0 -0.2 0.1
C 0.22480 -0.06147 3.96305 0.0 0.0 0.2
C -1.34879 -1.31018 -1.89492 -0.2 0.3 -0.2
C -5.17565 1.09810 -3.52524 0.5 0.0 0.0
C -4.30180 2.58106 -5.18702 0.0 -0.2 0.2
H 4.29152 -0.94454 4.56465 0.1 0.1 0.0
H 1.59439 1.05497 -1.12169 0.0 0.1 0.0
H -5.05065 0.40676 -2.70343 0.1 0.0 0.0
H -7.66415 2.33731 -5.15945 -0.1 0.1 -0.1
H 3.25642 0.42307 4.17807 0.1 0.1 0.0
H 1.88002 -2.20427 4.65059 0.0 -0.1 0.0
H -5.82655 3.51225 -6.38053 0.0 0.0 -0.1
H 4.18388 0.55646 1.83470 0.1 0.1 0.0
H 2.25137 -0.93889 2.30655 -0.1 -0.1 0.0
H 1.33475 0.61811 5.67194 0.0 0.0 0.1
H -2.18625 -1.95234 -2.11839 -0.1 -0.1 0.0
H 0.33014 -0.79762 5.97130 0.0 0.1 0.1
H -0.05932 -0.99602 3.48379 0.0 -0.1 -0.1
H -0.44047 1.94632 -2.18524 0.0 0.0 0.0
H 5.06534 -0.61942 -0.18883 -0.1 -0.1 0.0
H -3.45953 3.05151 -5.67284 0.0 0.0 0.0
H -0.12240 -2.84597 -1.03823 0.0 -0.1 0.0
H -0.68194 0.49774 4.18519 -0.1 0.1 -0.1
H 0.81565 0.52354 3.26306 0.0 0.1 -0.2
H 3.35450 -2.25010 2.70590 -0.1 0.0 0.0
H 4.30225 -2.13470 0.38439 0.1 0.2 0.0
H 5.29877 -0.75472 2.24203 0.1 0.0 0.0
H 2.62874 -1.44768 6.05150 0.0 -0.1 0.0
```
Positions in Å, forces in eV/Å.

Output
HOMO-LUMO gap	9.37	eV
HOMO	-9.4	eV
LUMO level	-0.05	eV
strongest force on any atom	0.70	eV/A
ΔE to the lowest compared entry with this formula, charge and spin	99.01	kJ/mol


Entry 6:
DFT (the ωB97M-V functional and the def2-TZVPD basis) results for a cluster of 2 separate species, C3H2F2OS in total in a non-equilibrium geometry.

The geometry in XYZ format:
```
9
Properties=species:S:1:pos:R:3:forces:R:3
S -1.10012 1.19632 -0.36458 3.3 -0.2 -0.2
F -1.09566 -0.53340 1.72430 -0.9 -1.7 -0.8
F 0.63894 0.65077 1.47882 0.3 0.9 -0.2
O -2.35891 0.65980 -0.71982 -2.0 -0.8 -0.3
C -0.70095 0.68665 1.41142 0.2 -0.2 2.4
C 2.00707 -1.19452 -1.98604 3.4 -3.3 -1.2
C 1.00289 -0.68380 -1.61386 -3.6 2.8 1.9
H -1.14593 1.22060 2.33423 0.6 0.8 -2.0
H 2.75267 -2.00242 -2.26446 -1.2 1.8 0.4
```
Positions in Å, forces in eV/Å.

Output
HOMO-LUMO gap (alpha / beta)	6.21 / 6.21	eV
HOMO (alpha / beta)	-9.7 / -9.7	eV
LUMO level (alpha / beta)	-3.46 / -3.46	eV
strongest force on any atom	4.96	eV/A
ΔE to the lowest compared entry with this formula, charge and spin	703.13	kJ/mol